Computed, not measured: a structure of composition C15H21Cl2CsF8NO5 at a distorted geometry, with ωB97M-V/def2-TZVPD.

The geometry in XYZ format:
```
53
Properties=species:S:1:pos:R:3
C -1.23735 2.74695 -0.91649
C -2.63137 2.83694 -1.77334
O -3.44775 1.61437 -1.77577
C -2.64401 0.41310 -2.10518
C -2.44709 -0.41981 -0.70703
O -2.14060 -1.86283 -0.89099
N -1.39107 -2.17038 0.18520
C -0.15035 -2.95965 -0.16696
C 0.86366 -1.87979 -0.94341
O 2.29050 -2.18612 -0.75754
C 2.97408 -0.91811 -1.17932
C 4.58533 -1.09496 -1.42574
F 5.20845 -1.48425 -0.13834
F 4.78447 -2.24965 -2.37733
C 5.28156 0.20518 -2.15803
F 4.38106 0.92622 -3.08936
F 6.41283 -0.32708 -3.00349
C 5.95783 1.29014 -1.13148
F 7.31338 0.84974 -0.65652
F 6.22252 2.52769 -1.95456
C 4.98174 1.77174 0.10382
F 5.25431 1.04764 1.39561
F 5.32476 3.21329 0.39261
C -2.19362 -2.79284 1.30475
O -2.93600 -3.87935 1.06151
O -2.21547 -2.19905 2.65025
C -3.06047 -0.99032 2.71319
Cl -2.05291 0.60219 2.56201
C -3.80419 -0.86398 4.20649
C -5.09093 0.20247 4.14128
Cl -4.26651 -2.53445 4.86215
H -1.39302 2.19729 0.12700
H -0.35389 2.24486 -1.54269
H -0.88954 3.85432 -0.63853
H -2.38727 3.24485 -2.84247
H -3.29515 3.67561 -1.24402
H -1.65767 0.63817 -2.69394
H -3.33147 -0.23331 -2.83650
H -3.40303 -0.28332 -0.03573
H -1.47577 0.03791 -0.18622
H 0.37009 -3.46499 0.75163
H -0.39372 -3.79193 -0.98346
H 0.62411 -1.77670 -2.08924
H 0.67451 -0.84516 -0.37830
H 2.81809 -0.15388 -0.28088
H 2.46414 -0.50333 -2.17435
H 3.83791 1.77126 -0.16445
H -3.96884 -1.01117 1.93878
H -3.02421 -0.34015 4.94115
H -5.03596 0.74332 3.09656
H -4.97231 1.02476 4.98727
H -6.09714 -0.37233 4.32995
Cs 0.76335 3.90889 -0.50955
```

* charge: +1
* frontier orbital gap: 7.717 eV
* electronic energy: -2753.69284 Eh
* lowest unoccupied orbital energy: -4.36 eV
* E_HOMO: -0.4439 Eh

Löwdin atomic charge list, values in e, 6 entries:
1. C -0.50
2. C -0.20
3. O -0.19
4. C -0.14
5. C -0.12
6. O -0.10



Computed, not measured: a cluster of 13 separate species, C60H59Br4F9N2O4 in total at a distorted geometry, with ωB97M-V/def2-TZVPD.

The geometry in XYZ format:
```
138
Properties=species:S:1:pos:R:3
C -1.55939 -3.31972 0.82214
N -1.24605 -4.77742 0.85548
O -1.55055 -5.42355 1.85066
O -0.67434 -5.29313 -0.03048
H -2.60810 -3.31858 1.11931
H -1.26731 -3.02626 -0.18616
H -0.96095 -2.71435 1.50295
C 1.70733 -3.51332 3.57017
N 3.13626 -3.23321 3.27056
O 3.50444 -3.18921 2.12109
O 3.86474 -2.95420 4.24481
H 1.40367 -2.84122 4.37276
H 1.64911 -4.58615 3.75388
H 1.15594 -3.31365 2.65136
Br 2.20397 3.32506 2.08818
C 1.42295 3.22560 0.22410
C -0.09111 3.35447 0.38892
Br -0.79797 3.59630 -1.49799
H 1.68950 2.25044 -0.18347
H 1.87261 4.00739 -0.38804
H -0.29901 4.33069 0.82696
H -0.63290 2.58626 0.94067
Br 4.16380 0.79419 3.63906
C 5.95432 -0.09684 3.67322
C 7.03898 0.98892 4.04936
Br 8.79346 0.16186 4.33586
H 6.17965 -0.57065 2.71779
H 5.90736 -0.88733 4.42223
H 6.68553 1.59001 4.88713
H 7.16446 1.58882 3.14799
F -0.81834 -2.16007 5.88138
C -1.82976 -2.63511 5.10067
C -2.78137 -1.75780 4.42726
C -3.79800 -2.28933 3.68472
C -3.92256 -3.64201 3.54958
C -3.01252 -4.51043 4.20013
C -1.94916 -4.01162 4.95501
H -2.67016 -0.70313 4.63146
H -4.41612 -1.61104 3.11530
H -4.74004 -4.02688 2.95798
H -3.11267 -5.58407 4.13949
H -1.25911 -4.67064 5.46090
F 5.20742 -0.46873 -0.58473
C 5.99953 0.51619 -0.18188
C 5.43194 1.73105 0.22226
C 6.21099 2.78815 0.64763
C 7.56932 2.64727 0.65567
C 8.14729 1.44345 0.25132
C 7.39842 0.38076 -0.19473
H 4.35394 1.78761 0.18879
H 5.75782 3.70143 1.00392
H 8.21277 3.45135 0.98098
H 9.22030 1.32157 0.23704
H 7.87684 -0.52988 -0.52378
F -1.09535 -1.60260 -3.42599
C -0.95170 -0.45581 -4.12178
C -0.17761 -0.49971 -5.26558
C -0.10571 0.67350 -6.01812
C -0.80974 1.84610 -5.68175
C -1.56578 1.85169 -4.49748
C -1.62044 0.69927 -3.71922
H 0.39277 -1.40059 -5.43729
H 0.37507 0.70628 -6.98465
H -0.78052 2.66091 -6.39000
H -2.09718 2.73860 -4.18538
H -2.24579 0.75058 -2.84019
F -3.92173 1.07453 -0.24952
C -5.21332 1.53124 -0.21427
C -5.73435 2.18341 -1.33763
C -7.03159 2.74373 -1.22351
C -7.80510 2.41393 -0.09331
C -7.36076 1.62017 0.94604
C -6.03318 1.16121 0.85977
H -5.05827 2.40665 -2.14971
H -7.49941 3.20120 -2.08273
H -8.86643 2.61361 -0.08349
H -8.09398 1.34190 1.68857
H -5.70581 0.53564 1.67701
F -3.91911 1.18708 3.70791
C -3.31794 2.36975 3.67554
C -2.29427 2.62019 4.55345
C -1.56706 3.74985 4.46143
C -1.90394 4.72306 3.50315
C -2.93123 4.49809 2.61444
C -3.63112 3.31470 2.66571
H -2.04597 1.86157 5.28094
H -0.79859 3.93066 5.19842
H -1.33061 5.63752 3.46520
H -3.11312 5.27922 1.89114
H -4.47139 3.17878 2.00097
F 3.50428 -2.35599 -5.00352
C 2.98211 -2.49162 -3.76834
C 3.84541 -2.46174 -2.68980
C 3.38968 -2.84682 -1.46059
C 2.08515 -3.35371 -1.38799
C 1.21166 -3.46311 -2.46575
C 1.67221 -3.01036 -3.71809
H 4.88238 -2.19691 -2.83459
H 3.98550 -3.08875 -0.59291
H 1.69277 -3.74389 -0.46053
H 0.20908 -3.86446 -2.45318
H 1.09147 -2.99250 -4.62849
F -4.89807 -2.45691 -0.21452
C -5.05727 -2.43327 -1.53548
C -5.60651 -3.52019 -2.22542
C -5.92153 -3.49501 -3.53220
C -5.60112 -2.39787 -4.23639
C -4.97657 -1.32820 -3.64110
C -4.58216 -1.37289 -2.32045
H -6.00537 -4.34298 -1.65068
H -6.38017 -4.35406 -3.99918
H -5.96295 -2.39549 -5.25397
H -4.78057 -0.41835 -4.18897
H -4.08042 -0.55441 -1.82573
F 5.90963 3.96290 -4.11967
C 4.71328 3.43060 -3.96438
C 4.57480 2.32404 -3.16551
C 3.26592 1.86050 -2.81925
C 2.18398 2.38740 -3.52560
C 2.37916 3.50986 -4.34923
C 3.62193 4.09783 -4.51829
H 5.38473 1.70948 -2.80119
H 3.22651 0.99367 -2.17624
H 1.22265 2.03024 -3.18697
H 1.51003 4.07170 -4.65802
H 3.68940 5.06073 -5.00273
F -0.63654 0.05106 3.42353
C -0.26396 -0.08700 2.14601
C -1.26172 0.07872 1.16644
C -0.84510 -0.18280 -0.14280
C 0.47267 -0.49550 -0.50030
C 1.42998 -0.61139 0.48529
C 1.08076 -0.46968 1.79805
H -2.29576 0.26267 1.41807
H -1.62079 -0.16544 -0.89406
H 0.77089 -0.58886 -1.53411
H 2.45824 -0.78107 0.20194
H 1.77318 -0.56582 2.62128
```

* 2S+1: 2
* charge: +1
* frontier orbital gap (spin up / spin down): 8.557 / 3.027 eV
* electronic energy: -13926.48249 Eh
* lowest unoccupied orbital energy (spin up / spin down): -2.57 / -8.10 eV
* E_HOMO (spin up / spin down): -0.4090 / -0.4089 Eh

Löwdin atomic charge list, values in e, 6 entries:
1. C 0.07
2. N -0.45
3. O 0.06
4. O 0.09
5. H 0.09
6. H 0.09



Computed, not measured: a cluster of 2 separate species, C4H13NO2SSi in total at a distorted geometry, with ωB97M-V/def2-TZVPD.

The geometry in XYZ format:
```
22
Properties=species:S:1:pos:R:3
C 0.19485 -0.25610 -1.78254
C -0.60913 -2.43599 0.12118
C -2.04737 0.46233 0.41137
C 1.04540 -0.00496 1.06881
N 1.55545 3.82971 1.12736
O 2.38979 2.49566 -1.15186
O 0.01036 3.10677 -0.90272
Si -0.49999 -0.56132 -0.07683
S 1.23870 2.64900 -0.26448
H -0.23610 -1.13344 -2.46520
H -0.31169 0.73855 -1.96818
H 1.26877 -0.24072 -1.95232
H 0.46919 -2.80172 0.08724
H -1.17434 -2.89214 1.01018
H -1.22717 -2.88020 -0.61248
H -2.34707 0.53102 1.43919
H -2.10381 1.44427 -0.21134
H -2.80008 -0.15347 -0.02876
H 2.09573 -0.11449 0.75223
H 1.08115 0.18182 2.10931
H 2.51131 4.17454 1.11940
H 0.75861 4.44621 1.22305
```

* charge: 0
* frontier orbital gap (spin up / spin down): 6.811 / 8.924 eV
* electronic energy: -1052.98630 Eh
* lowest unoccupied orbital energy (spin up / spin down): -1.95 / -0.54 eV
* energy relative to the best compared isomer or geometry (same formula, charge and spin): 41.2 kcal per mole
* E_HOMO (spin up / spin down): -0.3220 / -0.3477 Eh

Löwdin atomic charge list, values in e, 6 entries:
1. C -0.21
2. C -0.21
3. C -0.17
4. C -0.02
5. N -0.12
6. O -0.39



Computed, not measured: the ion C21H28N3O3S2 with charge +1 at a distorted geometry, with ωB97M-V/def2-TZVPD.

The geometry in XYZ format:
```
57
Properties=species:S:1:pos:R:3
O -0.34323 -0.50874 -1.56643
C 0.11279 -1.40283 -0.75698
N 1.41589 -1.44666 -0.61937
C 2.19090 -2.36653 0.18910
H 1.57374 -3.12535 0.66153
C 2.97386 -1.57788 1.24814
N 3.85094 -0.65646 0.57000
C 3.07398 0.28965 -0.20022
C 2.28000 -0.46593 -1.26632
H 1.68173 0.22287 -1.85845
H 2.97437 -1.00158 -1.91703
H 3.75721 0.98424 -0.69067
H 2.37784 0.87050 0.43206
C 4.83237 -0.01669 1.43464
C 5.88943 0.67008 0.61041
C 6.23487 1.99360 0.84100
C 7.21920 2.60281 0.08078
C 7.85921 1.89593 -0.92199
C 7.51477 0.57547 -1.16140
C 6.53721 -0.03452 -0.39753
H 6.26716 -1.06475 -0.57512
H 8.01426 0.01963 -1.94064
H 8.62634 2.37098 -1.51400
H 7.48510 3.63114 0.27284
H 5.73835 2.54983 1.62338
H 5.30164 -0.80268 2.03374
H 4.36006 0.70186 2.12405
H 3.57172 -2.27648 1.83629
H 2.26618 -1.06636 1.92864
H 2.91509 -2.85431 -0.46959
C -0.76389 -2.41532 -0.04958
H -0.24953 -3.37645 -0.15334
C -2.17234 -2.57939 -0.66353
H -2.21125 -2.15113 -1.66494
H -2.39321 -3.64232 -0.76300
C -3.26900 -1.94808 0.21288
N -2.83929 -0.71991 0.84122
C -1.71141 -0.85503 1.74426
H -1.10878 0.04886 1.63420
H -2.08226 -0.89149 2.77486
C -0.88897 -2.11546 1.45920
H -1.37585 -2.97669 1.91881
H 0.08858 -2.00202 1.92505
S -2.93046 0.64669 -0.11000
O -1.99421 1.59950 0.39087
O -2.75512 0.21770 -1.49509
C -4.57172 1.21287 0.09451
C -4.99377 2.21866 0.91412
C -6.38799 2.40538 0.83982
C -6.98515 1.54134 -0.02638
S -5.86434 0.48396 -0.77788
H -8.02636 1.46737 -0.27064
H -6.92057 3.14989 1.40195
H -4.32286 2.79397 1.52414
H -1.35087 -0.29337 -1.59624
H -4.14283 -1.72240 -0.39815
H -3.57554 -2.63601 1.00456
```

* charge: +1
* frontier orbital gap: 8.909 eV
* electronic energy: -2003.15269 Eh
* lowest unoccupied orbital energy: -2.30 eV
* E_HOMO: -0.4118 Eh

Löwdin atomic charge list, values in e, 6 entries:
1. O 0.14
2. C -0.23
3. N 0.00
4. C -0.09
5. H 0.12
6. C -0.16



Computed, not measured: a cluster of 3 separate species, C3H11NO3S in total at a distorted geometry, with ωB97M-V/def2-TZVPD.

The geometry in XYZ format:
```
19
Properties=species:S:1:pos:R:3
C -2.03411 -0.80111 0.76363
C -1.57723 -2.22313 0.89594
S -2.82303 -3.32437 0.01314
N -1.00161 0.14799 1.35827
C -0.04821 0.61440 0.34613
O 1.16609 0.89146 0.88923
H -2.18564 -0.64322 -0.31981
H -2.90998 -0.59845 1.34109
H -1.61846 -2.68567 1.88953
H -0.56111 -2.33917 0.52056
H -0.39715 -0.40258 1.96734
H -0.52088 1.53302 -0.20328
H 0.03509 -0.06364 -0.52886
H 2.88068 1.36618 -1.86690
H 1.63281 0.84436 -2.71305
O 2.59318 0.91367 -2.82101
H 1.74629 1.42714 0.27490
H 2.77515 3.12811 -1.07112
O 2.84812 2.21502 -0.73571
```

* charge: -2
* frontier orbital gap: 6.103 eV
* electronic energy: -799.52482 Eh
* lowest unoccupied orbital energy: 5.87 eV
* energy relative to the best compared isomer or geometry (same formula, charge and spin): 16.2 kcal per mole
* E_HOMO: -0.0084 Eh

Löwdin atomic charge list, values in e, 6 entries:
1. C -0.36
2. C -0.75
3. S -0.04
4. N -0.07
5. C -0.43
6. O -0.09



Computed, not measured: a cluster of 2 separate species, C26H22BCl2F6N2O4 in total at a distorted geometry, with ωB97M-V/def2-TZVPD.

The geometry in XYZ format:
```
63
Properties=species:S:1:pos:R:3
N 0.87142 -1.22685 3.98955
C 1.81279 -0.55536 3.79733
C 2.97636 0.23413 3.58015
C 2.95229 1.59567 3.71276
C 1.71740 2.30862 3.73055
N 0.70909 2.90625 3.73931
C 4.18076 2.40775 3.77657
O 4.12433 3.63473 3.75435
C 5.45959 1.64491 3.85527
Cl 6.86913 2.56804 4.08536
C 5.48849 0.28110 3.77234
Cl 6.93454 -0.60466 3.91710
C 4.24650 -0.51872 3.59508
O 4.23823 -1.73844 3.43460
C -3.16261 -3.63975 -0.54189
C -2.37202 -2.45257 -1.05888
C -3.06365 -1.95309 -2.33310
O -2.37523 -1.43678 -0.08063
B -1.16483 -0.68387 -0.32465
C -1.56269 0.73374 -1.07234
C -0.70317 1.31350 -1.98125
C -1.05517 2.51652 -2.59348
C -0.06484 3.17627 -3.51322
F -0.66312 3.94336 -4.47066
F 0.78826 3.99833 -2.81683
F 0.71686 2.25824 -4.16039
C -2.26858 3.13573 -2.32695
C -3.13574 2.50961 -1.44292
C -4.45472 3.14753 -1.10030
F -5.40135 2.21510 -0.77059
F -4.33703 3.98956 -0.02183
F -4.96176 3.88744 -2.12948
C -2.79040 1.31439 -0.81452
C -0.43629 -0.22265 1.11909
C 0.81551 0.49985 0.85747
C 2.06868 -0.00227 0.91735
C 3.25486 0.72176 0.37908
O -0.23739 -1.43042 -1.14165
C -0.79591 -2.71836 -1.28393
C -0.20226 -3.63528 -0.21473
C -0.43424 -3.28936 -2.64156
H -3.14873 -4.45123 -1.27858
H -2.76320 -4.00388 0.40808
H -4.20588 -3.33992 -0.39386
H -3.23250 -2.78541 -3.02929
H -4.04449 -1.53597 -2.06845
H -2.48597 -1.17331 -2.84814
H 0.25283 0.85644 -2.22200
H -2.53343 4.07459 -2.79987
H -3.49207 0.85895 -0.12514
H -1.16087 0.44298 1.61532
H -0.29005 -1.11148 1.74811
H 0.71296 1.56558 0.62435
H 2.22379 -1.03466 1.23535
H 4.07182 0.00985 0.21022
H 3.01866 1.24914 -0.55814
H 3.61644 1.47631 1.09183
H -0.52351 -4.67192 -0.37559
H 0.89234 -3.60842 -0.29133
H -0.48387 -3.32725 0.80148
H -0.88488 -4.28252 -2.75859
H -0.77501 -2.64185 -3.45404
H 0.65350 -3.39971 -2.70931
```

* charge: -1
* frontier orbital gap: 3.969 eV
* electronic energy: -2958.99711 Eh
* lowest unoccupied orbital energy: -0.93 eV
* energy relative to the best compared isomer or geometry (same formula, charge and spin): 0.0 kcal per mole
* E_HOMO: -0.1799 Eh

Löwdin atomic charge list, values in e, 6 entries:
1. N 0.23
2. C -0.16
3. C -0.11
4. C -0.11
5. C -0.14
6. N 0.21



Computed, not measured: a cluster of 2 separate species, C2H4N2OS in total at a distorted geometry, with ωB97M-V/def2-TZVPD.

The geometry in XYZ format:
```
10
Properties=species:S:1:pos:R:3
C -2.81666 0.98392 0.08194
C 1.19549 0.45092 0.53717
N -3.80192 1.18466 -0.43090
N 0.52148 -1.45646 -1.22192
O -0.27278 -1.68881 1.15204
S -0.14339 -0.77357 0.01072
H 1.22328 1.39205 -0.08481
H 0.89493 0.77385 1.52817
H 2.21074 0.04514 0.23816
H 0.98883 -0.91169 -1.81057
```

* charge: 0
* frontier orbital gap (spin up / spin down): 5.779 / 8.310 eV
* electronic energy: -661.29553 Eh
* lowest unoccupied orbital energy (spin up / spin down): -4.12 / -2.76 eV
* energy relative to the best compared isomer or geometry (same formula, charge and spin): 182.0 kcal per mole
* E_HOMO (spin up / spin down): -0.3639 / -0.4069 Eh

Löwdin atomic charge list, values in e, 6 entries:
1. C -0.13
2. C -0.18
3. N -0.02
4. N -0.15
5. O -0.43
6. S 0.77



Computed, not measured: a cluster of 2 separate species, C2H8 in total, with ωB97M-V/def2-TZVPD.

The geometry in XYZ format:
```
10
Properties=species:S:1:pos:R:3
C -0.22909 3.63569 1.25428
H 0.78879 3.32936 1.53723
H -0.26356 3.84228 0.17441
H -0.50705 4.54322 1.81029
H -0.93553 2.82775 1.49549
C 0.22935 -3.63569 -1.25415
H 1.04712 -3.36426 -0.57036
H -0.70426 -3.74854 -0.68350
H 0.46984 -4.58494 -1.75522
H 0.10440 -2.84488 -2.00847
```

* charge: 0
* frontier orbital gap: 14.524 eV
* electronic energy: -80.98146 Eh
* lowest unoccupied orbital energy: 1.17 eV
* energy relative to the best compared isomer or geometry (same formula, charge and spin): 0.4 kcal per mole
* E_HOMO: -0.4907 Eh

Löwdin atomic charge list, values in e, 6 entries:
1. C -0.06
2. H 0.02
3. H 0.02
4. H 0.02
5. H 0.02
6. C -0.06